Entry 1:
Molecular formula: C2H10N3
Method: DFT, ωB97M-V/def2-TZVPD

Element x y z (Å)
1 N -1.5742 0.5818 -0.6029
2 N 0.9318 -0.0954 -0.5126
3 N 3.1256 -0.0994 0.4356
4 C 1.7369 -0.1366 0.4936
5 C -2.2930 -0.3309 0.3832
6 H -0.4570 0.3213 -0.6716
7 H 1.3672 -0.3764 -1.3905
8 H -2.3005 -1.2833 -0.1522
9 H -1.6933 1.5792 -0.4054
10 H 3.5332 -0.1270 1.3595
11 H -1.8261 -0.2825 1.3598
12 H -1.9231 0.5857 -1.5696
13 H -3.3450 -0.0370 0.3021
14 H 1.2455 -0.2044 1.4798
15 H 3.4721 -0.0953 -0.5089

The calculation puts the energy above the lowest of the compared OMol25 structures with the same formula, charge and spin at 1.0669 eV. The LUMO energy comes out at -2.87 eV. The HOMO-LUMO gap comes out at 11.1 eV. The highest occupied orbital energy comes out at -13.94 eV. As for the net charge: +1.



Entry 2:
Molecular formula: F6N3Na2O12S6
Method: DFT, ωB97M-V/def2-TZVPD

Element x y z (Å)
1 S 2.2174 0.9198 -2.2186
2 S 3.8741 -0.3705 -0.9751
3 S -1.1301 2.5227 0.7529
4 S -2.7115 -1.2759 -1.0899
5 S -1.0118 1.1464 2.8187
6 S -1.9483 -2.9531 0.4076
7 Na 0.4322 -0.7251 0.0954
8 Na 1.9735 1.6646 1.0460
9 F -0.6477 -3.8921 0.7067
10 F -0.5380 -0.3303 3.2691
11 F 4.3273 -0.4902 0.5757
12 F 0.6153 0.8273 -2.0813
13 F -1.9289 -0.2923 -2.0574
14 F -0.2673 2.5206 -0.5846
15 O -3.2795 -0.4044 -0.1095
16 O -2.4375 1.0163 2.8719
17 O -2.4850 2.2643 0.3922
18 O -0.3526 1.9551 3.8227
19 O 2.4861 2.3192 -2.3467
20 O -2.1084 -2.2585 1.6561
21 O 4.8625 0.4920 -1.5737
22 O -2.8552 -3.9962 0.0416
23 O 2.3384 0.1077 -3.3891
24 O -3.5852 -1.9889 -1.9551
25 O 3.9477 -1.7461 -1.3745
26 O -0.7004 3.7843 1.2763
27 N -0.2632 1.1864 1.4413
28 N 2.4690 0.1736 -0.7087
29 N -1.2929 -2.1767 -0.7100

The calculation puts the energy above the lowest of the compared OMol25 structures with the same formula, charge and spin at 0.4679 eV. The LUMO energy comes out at 0.96 eV. The HOMO-LUMO gap comes out at 8.6 eV. The highest occupied orbital energy comes out at -7.69 eV. As for the net charge: -1.



Entry 3:
Molecular formula: C21H29BF3NO11S
Method: DFT, ωB97M-V/def2-TZVPD

Element x y z (Å)
1 S 2.1979 -0.1169 1.9454
2 F -4.5798 -2.2948 4.4248
3 F -5.5473 -3.5393 2.9625
4 F -3.5258 -2.8003 2.6228
5 O -1.4651 -3.7714 -2.1379
6 O 3.5040 -1.3926 -1.5173
7 O -3.2287 0.7048 3.4454
8 O 2.2066 -1.4974 2.3350
9 O 5.3569 4.9172 -1.1103
10 O 5.2203 2.9493 -0.2344
11 O -3.9608 1.4672 -0.8402
12 O -0.2738 0.0591 3.3718
13 O 1.3111 -2.2500 -1.3641
14 O 3.3232 0.1822 1.0873
15 O 7.1711 4.0754 -0.0591
16 N -3.9636 0.4139 1.2104
17 C -1.8404 0.6397 0.1838
18 C -2.5212 -4.6698 -2.3296
19 C -1.7019 0.4806 1.5536
20 C -1.1025 0.7115 -2.1950
21 C -3.0270 0.5589 2.2587
22 C 5.8100 1.8615 0.4892
23 C -4.7338 -2.4790 3.1000
24 C -4.7100 -0.8404 1.1165
25 C -2.2837 -0.1286 -2.7473
26 C 6.1115 6.0959 -1.3919
27 C -0.8282 0.5695 -0.7172
28 C -0.4522 0.2476 2.0341
29 C 0.4505 0.3591 -0.1872
30 C -1.6117 -2.5903 -2.9114
31 C 2.3941 0.8908 3.4189
32 C 0.6188 0.2009 1.1757
33 C -5.3590 -1.2484 2.4506
34 C -2.4405 -1.5365 -2.1486
35 C -3.3277 0.9044 0.0196
36 C 1.6386 0.3090 -1.1108
37 C 6.0312 3.9869 -0.4294
38 B 2.1604 -1.1877 -1.3493
39 H 6.1107 2.1807 1.4861
40 H 1.8786 0.3499 4.2072
41 H 1.7915 -2.9855 -1.7668
42 H -3.5057 -4.1872 -2.3848
43 H -2.5727 -5.3850 -1.5084
44 H -2.4082 -5.2660 -3.2468
45 H -6.3938 -1.5116 2.2394
46 H -1.1346 -0.2116 3.7205
47 H 5.4576 6.7662 -1.9432
48 H 2.4322 0.9496 -0.7350
49 H -0.6520 -2.2013 -3.2489
50 H -5.5390 -0.6538 0.4314
51 H -4.1363 -1.6543 0.6607
52 H 3.4563 0.8648 3.6519
53 H -0.2402 0.5115 -2.8212
54 H 3.9820 -0.5604 -1.4899
55 H -2.0765 -0.2751 -3.8143
56 H -1.3559 1.7640 -2.3674
57 H -3.2281 0.4033 -2.7251
58 H 6.4227 6.5832 -0.4695
59 H 6.6660 1.4604 -0.0526
60 H 1.3906 0.6951 -2.1003
61 H -3.4850 -1.8241 -2.3133
62 H -2.2262 -2.8662 -3.7783
63 H -5.4025 -0.4316 3.1648
64 H 2.0030 1.8950 3.2801
65 H 6.9782 5.8603 -2.0072
66 H 5.0449 1.0930 0.5779
67 H -2.2790 -1.6052 -1.0723

The LUMO energy comes out at -0.80 eV. The HOMO-LUMO gap comes out at 8.7 eV. The highest occupied orbital energy comes out at -9.53 eV. As for the net charge: 0. Its structure (SMILES) is COCCCCc1c(CB(O)O)c(S(C)(=O)=O)c(O)c2c1C(=O)N(CCC(F)(F)F)C2=O.COC(=O)OC.



Entry 4:
Molecular formula: C8H30N8O7
Method: DFT, ωB97M-V/def2-TZVPD

Element x y z (Å)
1 O -2.0967 -0.3886 -2.8905
2 O 2.4173 0.5756 -0.4390
3 O -1.4901 -4.7692 -0.2445
4 O 1.6789 -2.8814 -1.3988
5 O -1.6811 -0.5856 2.3340
6 O 0.7629 2.5961 1.0703
7 O -2.5383 3.5541 -1.8378
8 N -0.2515 3.8804 -1.4681
9 N -0.8092 1.9867 -2.2397
10 N -1.3834 -2.6470 0.5858
11 N -0.3892 -0.4141 -1.3086
12 N 3.1736 -2.1094 0.1224
13 N -2.1375 -4.1203 1.9550
14 N -1.0735 -2.3587 -2.0587
15 N 1.1365 -1.7968 0.5913
16 C 3.6944 1.1273 0.0226
17 C -1.5403 0.6500 1.6812
18 C -1.2230 3.1727 -1.8560
19 C -1.6259 -3.8471 0.7528
20 C -1.1864 -1.0784 -2.0771
21 C -2.7672 0.8131 0.7787
22 C 1.9715 -2.3108 -0.2178
23 C 1.5365 3.7457 1.3477
24 H -1.6789 -3.6218 2.7403
25 H 3.9518 2.0610 -0.4031
26 H -0.2381 -2.7504 -1.7260
27 H -2.6317 1.7076 0.2165
28 H 2.3263 -0.3138 -0.0726
29 H 0.8413 4.5449 1.6156
30 H -2.7174 0.0301 0.0286
31 H 0.3409 -0.7566 -0.6517
32 H -1.7184 -1.8344 1.1998
33 H 2.1160 4.0378 0.5204
34 H 3.5390 1.3822 1.1083
35 H 0.3467 2.7663 0.2272
36 H -3.7155 0.8094 1.2466
37 H -0.4214 4.8118 -1.0391
38 H -2.3444 -5.1573 2.1065
39 H -1.4709 1.4299 2.4034
40 H 4.5315 0.4550 -0.0293
41 H -1.3923 -2.4653 -0.4612
42 H 1.2483 -1.4073 1.5154
43 H 3.9004 -2.4007 -0.6112
44 H -1.6151 1.4306 -2.5028
45 H 0.1133 1.7024 -2.5508
46 H 0.1498 -2.2266 0.4824
47 H -0.5422 0.5694 -1.3951
48 H 2.1946 3.4647 2.1649
49 H -1.7262 -2.8477 -2.6325
50 H -1.0529 -0.7436 3.0214
51 H 3.4846 -1.6608 1.0172
52 H 0.6445 3.6601 -1.8253
53 H -0.6418 0.5286 1.0808

The calculation puts the energy above the lowest of the compared OMol25 structures with the same formula, charge and spin at 6.2190 eV. The LUMO energy comes out at -0.36 eV. The HOMO-LUMO gap comes out at 8.7 eV. The highest occupied orbital energy comes out at -9.06 eV. As for the net charge: 0. Its structure (SMILES) is NC(N)=O.NC(N)=O.NC(N)=O.NC(N)=O.CCO.CO.CO.



Entry 5:
Molecular formula: C3H9NO
Method: DFT, ωB97M-V/def2-TZVPD

Element x y z (Å)
1 O -0.2832 0.7505 -2.0214
2 N -0.8387 -1.6762 1.0812
3 C 0.1098 -1.3943 0.3104
4 C -0.5102 1.8757 -1.6982
5 C 1.4879 -1.2187 0.8425
6 H 1.8580 -0.2299 0.5761
7 H -1.5053 2.3394 -1.8055
8 H -1.7492 -1.7804 0.6343
9 H -1.3410 1.6022 1.2937
10 H 0.2696 2.5490 -1.2876
11 H 0.0141 -1.2502 -0.7739
12 H 1.4928 -1.3413 1.9207
13 H -1.1552 1.7288 0.5412
14 H 2.1506 -1.9548 0.3865

The calculation puts the energy above the lowest of the compared OMol25 structures with the same formula, charge and spin at 2.9164 eV. The LUMO energy comes out at 0.58 eV. The HOMO-LUMO gap comes out at 10.2 eV. The highest occupied orbital energy comes out at -9.58 eV. As for the net charge: 0.



Entry 6:
Molecular formula: C32H23IN6O2SSeSn
Method: DFT, ωB97M-V/def2-TZVPD

Element x y z (Å)
1 I 2.5602 -1.0246 0.9151
2 Sn -0.6891 -0.6573 0.1231
3 Se -2.8133 3.2934 -6.3572
4 S -0.4225 -3.3917 -0.5065
5 O -1.4646 -0.5545 1.9777
6 O -1.3800 5.0720 4.3647
7 N -1.4350 2.2426 -5.9840
8 N -2.1326 0.8986 -0.7093
9 N -0.0138 -0.0958 -2.0158
10 N 0.3733 1.1725 0.7478
11 N -3.4861 3.1911 -4.7214
12 N -3.2056 1.3990 4.3938
13 C 1.3455 -0.3668 -3.9534
14 C 3.6621 2.3714 -1.5614
15 C 2.0220 -3.7272 -1.6378
16 C 2.6055 0.7986 -0.0974
17 C -2.9099 2.0887 -2.6272
18 C -4.1440 2.1735 -0.5743
19 C 1.4598 2.8237 -0.7065
20 C -1.5211 2.8114 3.4537
21 C 1.0400 -0.6326 -2.6248
22 C 2.5498 3.1990 -1.4792
23 C -2.6882 2.4286 -4.0281
24 C -1.1165 1.7350 2.6187
25 C -0.8407 4.1697 3.4374
26 C 0.5220 0.4724 -4.6740
27 C -0.6025 1.0251 -4.0472
28 C 1.4934 1.6194 -0.0141
29 C -2.8061 0.3691 3.6850
30 C -2.5955 2.5970 4.2685
31 C -1.9938 1.2545 -2.0005
32 C -4.0024 2.5597 -1.8914
33 C 3.6939 1.1670 -0.8733
34 C -0.8278 0.7223 -2.7108
35 C -0.0261 1.9305 1.7245
36 C 2.8512 -4.0108 -2.7016
37 C 0.9207 -4.2631 -4.1511
38 C 2.3003 -4.2785 -3.9553
39 C -1.7719 0.5046 2.7229
40 C -1.5450 1.9009 -4.7311
41 C 0.6222 -3.7021 -1.8192
42 C 0.0829 -3.9711 -3.0948
43 C -3.1906 1.3308 -0.0174
44 C -3.4523 -0.9675 3.9043
45 H -3.6238 -1.4943 2.9664
46 H -4.9767 2.5090 0.0274
47 H -4.7238 3.2070 -2.3743
48 H -2.9892 3.4123 4.8583
49 H 0.2393 4.0488 3.5806
50 H 0.7124 0.7032 -5.7149
51 H -0.9517 4.9701 5.2207
52 H -4.3832 -0.8381 4.4490
53 H 2.4239 -3.5508 -0.6507
54 H 4.5644 0.5270 -0.9340
55 H -0.9812 4.6283 2.4544
56 H 2.2135 -0.8301 -4.4016
57 H -0.9924 -3.9601 -3.2201
58 H 1.6605 -1.2957 -2.0352
59 H 0.5732 3.4457 -0.6570
60 H 2.5274 4.1349 -2.0218
61 H 3.9239 -4.0497 -2.5629
62 H -3.2768 0.9977 1.0059
63 H 4.5122 2.6633 -2.1635
64 H 0.5095 -4.4893 -5.1259
65 H 0.5591 2.8355 1.8820
66 H 2.9547 -4.5144 -4.7853
67 H -2.7879 -1.5993 4.4990

The calculation puts the energy above the lowest of the compared OMol25 structures with the same formula, charge and spin at 0.9536 eV. The LUMO energy comes out at -7.71 eV. The HOMO-LUMO gap comes out at 6.0 eV. The highest occupied orbital energy comes out at -13.75 eV. As for the net charge: +2.



Entry 7:
Molecular formula: C17H29AsN3NiOS3Si2
Method: DFT, ωB97M-V/def2-TZVPD

Element x y z (Å)
1 As -1.2725 -1.5852 -1.4688
2 Ni -1.2913 -0.1074 0.3760
3 S 1.7413 5.8658 1.4956
4 S -2.3377 1.9381 0.2625
5 S -0.4011 4.2635 0.1239
6 Si 0.8784 -1.4083 -2.3267
7 Si -1.4756 -3.8489 -1.0027
8 O 0.9415 0.4807 1.1030
9 N -0.6846 2.8230 2.2032
10 N 2.5833 -0.5657 2.2246
11 N 0.2716 3.7840 2.4677
12 C 0.5957 4.6556 1.4856
13 C 1.1743 4.7853 4.5086
14 C -3.2509 -4.1258 -0.4377
15 C 0.9332 -2.0489 -4.1016
16 C -0.3823 -4.6874 0.2936
17 C 1.8679 2.2507 5.4136
18 C 0.9175 3.6661 3.7317
19 C 1.2551 2.3962 4.1801
20 C 1.3170 0.4167 -2.3697
21 C 0.4458 -1.7140 1.9413
22 C -1.0278 -1.3666 1.7988
23 C 1.7910 4.6270 5.7413
24 C -1.2085 -4.8506 -2.5793
25 C 1.3216 -0.5087 1.7139
26 C 2.2687 -2.3058 -1.4131
27 C 2.1412 3.3645 6.1965
28 C -1.1366 2.9336 1.0004
29 H -0.6010 -5.7603 0.2964
30 H -3.9522 -3.7997 -1.2082
31 H 2.2928 0.5760 -2.8384
32 H 0.1921 -1.5297 -4.7122
33 H 0.7017 -2.1688 2.9084
34 H 2.1329 1.2605 5.7627
35 H 1.9211 -1.8816 -4.5423
36 H -1.7587 -4.4167 -3.4161
37 H 0.9028 5.7649 4.1464
38 H 2.3987 -1.9216 -0.3998
39 H -1.3640 -0.7788 2.6665
40 H 0.7326 -2.4328 1.1672
41 H -0.1504 -4.8752 -2.8508
42 H 2.0738 -3.3790 -1.3508
43 H 0.6813 -4.5654 0.0790
44 H 3.2143 -2.1662 -1.9464
45 H -3.4393 -5.1812 -0.2203
46 H 3.2324 0.1508 1.9440
47 H 1.0245 1.5454 3.5557
48 H 0.5683 0.9723 -2.9392
49 H -1.5410 -5.8838 -2.4415
50 H 0.7137 -3.1170 -4.1522
51 H 1.9943 5.4996 6.3490
52 H 1.3428 0.8357 -1.3618
53 H 2.9452 -1.4315 2.5807
54 H -1.6340 -2.2727 1.7505
55 H -3.4600 -3.5462 0.4641
56 H -0.5752 -4.3038 1.2963
57 H 2.6218 3.2488 7.1599

The calculation puts the energy above the lowest of the compared OMol25 structures with the same formula, charge and spin at 0.3256 eV. The LUMO energy (spin up / spin down) comes out at 2.63 / 2.63 eV. The HOMO-LUMO gap (spin up / spin down) comes out at 6.9 / 6.9 eV. The highest occupied orbital energy (spin up / spin down) comes out at -4.30 / -4.31 eV. As for the net charge: -1.



Entry 8:
Molecular formula: C8H4BrCl2NO3PrY
Method: DFT, ωB97M-V/def2-TZVPD

Element x y z (Å)
1 Pr 4.5154 2.6824 -4.3035
2 Y 0.5510 -0.1088 -0.0290
3 Br -2.5980 -5.1386 1.4636
4 Cl 6.6111 2.2439 -2.9543
5 Cl -0.6216 -0.5119 -2.1035
6 O 3.9672 5.0897 -7.0260
7 O 6.9109 4.6755 -5.8681
8 O -2.4490 0.7034 1.3244
9 N 0.0552 -2.0137 1.0453
10 C -1.0644 -2.8072 0.9710
11 C 1.0089 -3.5046 2.6365
12 C -1.1193 -3.9983 1.6854
13 C 1.0732 -2.3306 1.9011
14 C 3.9798 4.3096 -6.1649
15 C 6.2894 3.9367 -5.2297
16 C -1.3640 0.4520 0.9911
17 C -0.0732 -4.3691 2.5214
18 H 1.8331 -3.7519 3.2956
19 H 1.9185 -1.6228 1.9611
20 H -0.1171 -5.3110 3.0571
21 H -1.8512 -2.4786 0.3013

The LUMO energy (spin up / spin down) comes out at -15.50 / -14.81 eV. The HOMO-LUMO gap (spin up / spin down) comes out at 3.8 / 4.5 eV. As for the multiplicity: 3. The highest occupied orbital energy (spin up / spin down) comes out at -19.32 / -19.32 eV. As for the net charge: +4.